ORCA calculation (ωB97M-V/def2-TZVPD) on a 12-piece molecular cluster, C26H78O13S8 overall in a non-equilibrium geometry.

The LUMO energy comes out at 0.134 eV. Its highest occupied orbital energy is -0.266 Eh. Its net charge is 0. The value obtained for the energy above the lowest of the compared OMol25 structures with the same formula, charge and spin is 157.7 kcal/mol. The total energy is -141497.564 eV. The gap between HOMO and LUMO comes out at 7.4 eV.

Cartesian coordinates (Å):
1 C 1.5356 0.8251 2.9115
2 C 2.3916 0.9441 4.1615
3 O 2.2926 -0.2089 4.9375
4 H 1.6046 1.6291 2.2815
5 H 0.4046 0.6471 3.2185
6 H 1.7576 -0.1319 2.5685
7 H 2.1806 1.8421 4.6215
8 H 3.3166 1.3861 4.1425
9 H 2.8286 -0.7839 4.4085
10 C 0.4336 0.1881 -5.0235
11 C -0.9104 0.7701 -4.3825
12 O -1.7994 0.5941 -5.4675
13 H 0.4536 -1.0659 -5.3185
14 H 1.1516 0.1071 -4.1755
15 H 0.8146 0.5631 -5.9745
16 H -0.7094 1.6601 -3.8415
17 H -1.1844 -0.1359 -3.5895
18 H -1.4184 0.7231 -6.3575
19 C -1.3504 -2.5709 4.4325
20 C -0.8724 -2.6829 2.9505
21 O -2.0054 -2.8859 2.1175
22 H -0.5414 -2.1939 5.0415
23 H -1.8914 -3.4309 4.7785
24 H -2.0164 -1.9629 4.5615
25 H -0.1994 -3.4829 2.9075
26 H -0.5494 -1.8669 2.7645
27 H -1.6684 -3.1979 1.2175
28 C 4.6846 2.9491 0.4755
29 C 4.1126 4.3511 0.4135
30 O 4.5756 4.8741 -0.7065
31 H 4.1516 2.4211 1.2025
32 H 5.7886 3.0841 0.8045
33 H 4.7856 2.3981 -0.3105
34 H 4.4036 4.8891 1.4725
35 H 2.9986 4.2201 0.3065
36 H 4.4876 5.7041 -0.7365
37 C 0.3716 -5.5749 0.3445
38 C 0.2956 -4.5319 -0.7615
39 O -0.4164 -3.4289 -0.3085
40 H 0.8866 -5.2769 1.2585
41 H 1.0186 -6.3449 0.0025
42 H -0.6134 -5.9079 0.4375
43 H -0.2344 -5.2289 -1.6375
44 H 1.0216 -4.1799 -1.2685
45 H -0.6534 -2.9479 -1.1385
46 C -3.0674 1.1791 -1.8475
47 S -3.9984 2.3531 -0.7845
48 O -3.0754 2.7891 0.2605
49 C -4.1814 3.6771 -2.0285
50 H -2.2044 1.8151 -2.1655
51 H -3.6774 0.8941 -2.8335
52 H -2.7244 0.3701 -1.5615
53 H -4.3484 3.3661 -2.8445
54 H -3.2644 4.1721 -2.1515
55 H -4.9024 4.4271 -1.7975
56 C -5.4994 -1.5349 1.8935
57 S -5.0554 -0.4749 0.5335
58 O -5.1954 0.9771 0.9215
59 C -3.3314 -0.8289 0.5105
60 H -5.2024 -2.5829 1.5695
61 H -6.4774 -1.7479 2.0315
62 H -5.1544 -1.5009 2.8555
63 H -2.8794 0.1251 0.0675
64 H -3.5524 -1.7319 -0.1245
65 H -2.8724 -0.9009 1.4635
66 C -4.2944 3.4221 3.6525
67 S -3.1274 3.5291 2.2435
68 O -2.4224 4.8861 2.4985
69 C -1.9474 2.3071 2.8825
70 H -4.8524 4.2311 3.6175
71 H -3.7504 3.3241 4.7405
72 H -4.7964 2.5141 3.3945
73 H -0.7774 2.3831 2.4595
74 H -2.6314 1.4221 2.8705
75 H -1.9724 2.6171 3.9405
76 C -0.7044 6.6281 0.7575
77 S -1.9104 5.6801 -0.0925
78 O -2.1554 6.4601 -1.3715
79 C -0.8534 4.3471 -0.6585
80 H -0.2714 6.1971 1.7245
81 H -1.2744 7.5231 0.9645
82 H 0.1676 7.0131 0.1775
83 H -1.1834 3.7501 -1.5865
84 H -0.8404 3.6711 0.2565
85 H 0.2836 4.6641 -0.8405
86 C 3.2796 -3.6989 2.3565
87 S 4.7206 -2.6069 2.5275
88 O 4.2056 -1.6139 3.5665
89 C 5.6126 -3.8749 3.5135
90 H 2.4716 -3.2289 1.6885
91 H 2.8346 -3.8709 3.2765
92 H 3.6246 -4.5709 1.9235
93 H 6.6626 -3.5549 3.5645
94 H 5.7686 -4.8309 2.8425
95 H 5.1336 -4.2089 4.3705
96 C 4.1976 0.1161 -2.6425
97 S 4.8986 -1.5049 -2.6885
98 O 4.9026 -1.8739 -1.2075
99 C 3.5606 -2.3399 -3.4495
100 H 4.8796 0.8461 -1.8875
101 H 3.2736 0.0531 -2.3985
102 H 3.9276 0.4521 -3.6745
103 H 2.6306 -2.1449 -3.0565
104 H 3.6546 -3.2569 -3.3125
105 H 3.5426 -2.0169 -4.6085
106 C -1.0234 -3.0239 -6.0035
107 S -2.1954 -3.4459 -4.7275
108 O -1.8384 -4.8729 -4.2635
109 C -1.6734 -2.2139 -3.5975
110 H -1.2174 -1.8659 -6.1165
111 H -1.3724 -3.6879 -6.9025
112 H 0.0026 -3.1519 -5.8335
113 H -2.0024 -1.1409 -3.8985
114 H -0.5424 -2.4349 -3.4085
115 H -2.2024 -2.2449 -2.5995
116 C 1.7956 -0.6749 0.2795
117 S 0.4826 -0.2229 -0.8605
118 O 0.0406 -1.4989 -1.5345
119 C -0.7324 0.3581 0.3465
120 H 2.5376 -0.9989 -0.1785
121 H 1.4736 -1.2159 1.1415
122 H 2.1436 0.2931 0.5925
123 H -1.6264 0.6211 -0.2725
124 H -0.3694 1.2981 0.9065
125 H -1.1984 -0.3069 0.8825

Cartesian forces, eV/Å:
-2.24 -1.62 3.85
-2.29 -0.08 -0.41
-0.46 0.91 0.51
0.30 1.78 -1.97
2.09 0.81 -0.26
0.67 -1.03 -1.28
-2.76 1.68 2.42
3.88 -0.67 -1.82
0.83 -1.45 -0.04
0.56 -3.77 1.76
2.38 -6.02 -1.47
-1.85 1.06 0.15
-0.90 3.59 1.03
0.29 0.70 -0.89
-0.01 0.88 0.45
-0.51 1.43 -0.21
1.01 3.52 -1.61
0.15 0.20 1.06
6.48 -5.96 -2.23
-6.17 -8.53 4.23
0.30 -1.04 -1.63
0.46 -0.62 0.43
0.71 -1.21 0.35
-7.36 7.58 0.57
1.27 -1.08 -0.44
5.02 10.22 -2.70
-0.38 0.50 1.43
2.66 4.02 5.48
-1.71 -2.06 3.54
2.81 -7.42 -2.42
-0.54 -1.10 1.42
-1.66 -0.43 -0.12
-0.19 -2.76 -5.41
-0.82 -0.89 -2.63
0.50 0.50 0.74
-1.11 10.15 -0.56
2.38 1.40 -0.64
-6.20 -4.97 1.19
-1.92 -0.43 -0.29
-0.59 0.50 0.28
0.25 -1.17 -0.53
-1.35 -0.72 0.82
0.45 2.02 1.76
6.33 1.94 -2.80
0.28 0.09 1.48
-3.43 8.64 -6.79
-2.36 -0.48 -2.43
1.86 -1.01 -2.64
2.94 3.33 10.20
-0.54 -0.59 -0.07
1.02 0.95 2.01
2.70 -7.48 3.26
-2.79 -5.01 -11.12
1.46 0.94 0.20
-0.64 0.23 0.86
1.73 -2.92 -2.53
-1.22 1.90 1.37
-0.49 -1.49 0.91
-1.25 1.14 -1.51
0.26 1.06 0.00
-3.74 0.38 -0.24
1.84 1.22 2.29
-1.69 -2.57 0.52
2.12 0.40 0.42
-0.04 -0.94 0.84
5.08 -4.25 2.48
0.06 4.28 4.48
-0.19 -1.54 -0.21
0.80 0.58 0.40
-2.78 3.81 -0.27
-1.31 0.29 -2.59
-0.90 -0.57 0.31
-3.78 -0.49 0.94
1.50 -0.26 -0.47
0.78 -0.23 -0.33
2.08 0.66 1.67
-0.23 0.21 -2.78
-0.13 -0.08 0.67
2.95 -1.65 0.41
-1.12 0.34 -1.29
-0.17 0.28 0.55
-0.76 -0.77 -0.28
0.09 1.25 1.65
0.16 0.40 -1.31
-2.52 -0.28 0.27
-0.99 2.67 -2.56
-1.52 -0.45 2.35
0.85 -0.29 -1.13
2.28 -1.27 -4.21
1.38 -0.55 0.80
-0.50 -0.22 2.03
0.46 -1.94 -1.03
-0.47 0.24 0.83
-0.65 1.74 0.93
-0.86 0.04 1.80
6.16 2.74 -1.44
0.93 0.08 2.31
-0.08 -0.10 -1.31
-0.09 7.80 -4.77
-2.01 -2.04 -2.60
-6.11 -0.70 3.20
1.57 0.43 0.29
-2.22 1.20 1.17
1.52 -8.41 0.64
0.14 -1.00 2.55
-2.94 1.40 -2.28
-0.36 -2.73 -0.28
-0.27 2.40 -0.14
0.86 0.76 2.07
0.22 -2.36 -0.48
0.79 1.60 1.43
1.39 -0.56 0.77
0.66 -2.65 -0.41
-2.03 1.10 -0.35
0.47 -0.77 -0.99
-6.26 4.00 3.11
0.55 -0.45 0.31
0.06 2.11 -0.50
1.76 4.99 -3.47
6.51 -3.82 -4.47
-0.30 -0.64 0.08
0.02 0.54 0.45
2.14 0.88 0.26
-0.44 -1.78 -1.08
-1.02 -4.07 3.67